{
  "formula": "C34H41FeN3O2P2S",
  "method": "ωB97M-V/def2-TZVPD",
  "species": ["Fe", "C", "C", "P", "C", "C", "C", "C", "C", "C", "C", "C", "C", "C", "C", "C", "P", "C", "C", "C", "C", "C", "C", "C", "C", "C", "C", "C", "C", "H", "H", "H", "H", "H", "H", "H", "H", "H", "H", "H", "H", "H", "H", "H", "H", "H", "H", "H", "H", "H", "H", "H", "H", "C", "S", "C", "O", "H", "H", "H", "H", "H", "H", "C", "N", "C", "C", "O", "H", "H", "H", "H", "H", "H", "H", "N", "C", "C", "N", "C", "H", "H", "H", "H"],
  "coordinates": [[-0.863, 0.312, 0.026], [2.509, -0.735, 0.286], [2.483, 0.614, 1.003], [0.839, 0.965, 1.731], [0.732, -0.032, 3.240], [-0.282, -0.966, 3.404], [-0.314, -1.772, 4.535], [0.668, -1.640, 5.504], [1.674, -0.691, 5.353], [1.705, 0.113, 4.228], [0.936, 2.667, 2.352], [1.993, 3.520, 2.048], [2.022, 4.804, 2.578], [0.998, 5.241, 3.402], [-0.065, 4.396, 3.700], [-0.097, 3.116, 3.177], [2.588, -2.236, 1.394], [1.858, -3.421, 0.193], [2.570, -4.184, -0.728], [1.906, -5.043, -1.596], [0.523, -5.155, -1.554], [-0.198, -4.410, -0.628], [0.467, -3.557, 0.239], [4.372, -2.615, 1.398], [4.864, -3.169, 2.580], [6.203, -3.515, 2.700], [7.070, -3.298, 1.641], [6.596, -2.739, 0.460], [5.257, -2.401, 0.340], [3.338, -0.751, -0.423], [1.593, -0.836, -0.297], [2.659, 1.410, 0.274], [3.262, 0.689, 1.764], [-1.044, -1.077, 2.643], [-1.099, -2.506, 4.659], [0.649, -2.269, 6.383], [2.433, -0.581, 6.115], [2.490, 0.853, 4.121], [2.806, 3.198, 1.412], [2.853, 5.459, 2.350], [1.029, 6.239, 3.820], [-0.863, 4.735, 4.347], [-0.918, 2.454, 3.430], [3.650, -4.123, -0.758], [2.474, -5.641, -2.297], [0.014, -5.844, -2.215], [-1.274, -4.524, -0.565], [-0.091, -3.007, 0.994], [4.188, -3.329, 3.412], [6.568, -3.949, 3.621], [8.115, -3.560, 1.733], [7.271, -2.570, -0.368], [4.913, -1.982, -0.598], [-0.452, 3.369, -2.628], [-1.424, 3.515, -1.133], [-3.027, 3.759, -1.868], [-1.486, 2.103, -0.562], [-0.717, 2.423, -3.101], [0.601, 3.385, -2.356], [-0.672, 4.207, -3.287], [-3.026, 4.730, -2.362], [-3.759, 3.763, -1.063], [-3.230, 2.958, -2.577], [-4.248, -1.058, 2.806], [-3.927, -2.032, 1.766], [-4.666, -3.302, 1.759], [-3.058, -1.777, 0.821], [-2.424, -0.701, 0.717], [-5.277, -0.719, 2.687], [-3.574, -0.212, 2.731], [-4.140, -1.530, 3.781], [-5.094, -3.453, 2.745], [-3.995, -4.130, 1.541], [-5.474, -3.276, 1.028], [-2.902, -2.584, 0.098], [-0.333, -2.049, -3.513], [-1.637, -1.626, -3.597], [-1.818, -0.798, -2.538], [-0.635, -0.711, -1.811], [0.230, -1.490, -2.438], [0.127, -2.687, -4.143], [-2.299, -1.939, -4.384], [-2.701, -0.252, -2.253], [1.250, -1.675, -2.148]],
  "charge": 2,
  "homo_lumo_gap_ha": [0.3168, 0.2814],
  "relative_energy_kj_mol": 10.5,
  "spin_multiplicity": 5,
  "e_tot_ha": -3979.12262
}